Record 1
63
Properties=species:S:1:pos:R:3:mulliken_charge:R:1 method="wB97M-V/def2-TZVPD" lumo_energy_ev="0.06 / -0.01" charge=-1 orbital_gap_ha="0.1429 / 0.1390" homo_energy_ev="-3.82 / -3.79" e_tot_ev=-320983.1915
Pb -0.617 0.369 0.589 1.229
C 2.569 -1.757 3.062 -0.450
C 1.445 -2.589 2.964 -0.124
C 0.676 -2.864 4.073 -0.521
C 0.950 -2.241 5.306 -0.378
C 2.022 -1.351 5.388 -0.480
C 2.855 -1.181 4.273 -0.293
H 3.113 -1.628 2.149 0.397
H 1.181 -2.962 1.962 0.358
H -0.114 -3.620 4.088 0.361
H 0.310 -2.456 6.145 0.396
H 2.185 -0.811 6.323 0.365
H 3.779 -0.571 4.373 0.346
Cl 1.758 6.931 3.273 -0.241
C 1.175 5.668 2.304 0.248
C -0.062 5.848 1.586 -0.453
C -0.710 4.759 0.996 -0.647
C -0.080 3.497 0.954 0.426
O -0.695 2.612 0.185 -0.584
C 1.159 3.315 1.671 0.767
C 1.739 2.064 2.019 -0.041
O 1.215 0.880 1.943 -0.481
C 1.753 4.415 2.355 -1.040
H -0.446 6.867 1.797 0.313
H -1.628 4.922 0.506 0.548
H 2.760 2.114 2.454 0.332
H 2.664 4.352 2.899 0.409
Se -4.762 -2.012 -1.106 -0.574
Sb -4.992 0.092 0.273 0.535
Se -6.693 0.004 2.131 -0.588
Se -5.407 2.348 -0.864 -0.628
Se -2.891 0.000 1.815 -0.542
C -2.210 0.014 -3.017 -0.808
Si -0.776 -0.687 -2.018 -0.605
C 0.713 0.228 -2.863 2.024
C 1.058 -0.411 -4.227 -1.849
C 0.455 1.789 -3.005 -1.634
C 1.952 0.092 -1.936 -1.489
C -0.839 -2.633 -1.906 2.669
C 0.560 -3.283 -2.013 -1.718
C -1.793 -3.107 -3.003 -1.908
C -1.420 -2.965 -0.524 -1.107
H -2.027 -0.033 -4.104 0.337
H -2.179 1.045 -2.656 0.407
H -3.153 -0.453 -2.669 0.152
H 0.146 -0.383 -4.781 0.378
H 1.553 -1.431 -4.133 0.246
H 1.814 0.202 -4.660 0.611
H -0.212 1.893 -3.903 0.399
H 1.404 2.278 -3.292 0.500
H 0.044 2.203 -2.033 0.205
H 1.974 -0.896 -1.402 0.085
H 2.023 0.963 -1.281 0.269
H 2.921 0.035 -2.430 0.452
H 1.102 -3.181 -2.897 0.339
H 0.383 -4.370 -1.832 0.478
H 1.172 -2.967 -1.170 0.215
H -1.312 -2.890 -3.936 0.474
H -2.824 -2.739 -2.838 0.187
H -1.808 -4.173 -2.825 0.553
H -0.852 -2.621 0.328 -0.101
H -1.627 -4.015 -0.379 0.508
H -2.455 -2.515 -0.477 -0.235


Record 2
72
Properties=species:S:1:pos:R:3:mulliken_charge:R:1 method="wB97M-V/def2-TZVPD" lumo_energy_ev=-0.82 orbital_gap_ha=0.2327 homo_energy_ev=-7.15 e_tot_ev=-51533.7781
Sr -0.109 0.049 -1.196 2.426
C -4.645 1.670 0.063 -2.024
C -3.259 1.103 -0.003 0.443
N -2.220 1.773 -0.306 0.582
C -2.321 3.218 -0.571 -1.304
C -0.972 3.796 -0.987 -0.525
N 0.073 3.392 -0.037 0.063
C 1.422 3.386 -0.610 -0.430
C 2.368 2.469 0.159 -1.021
N 1.884 1.083 0.118 -0.210
C 2.818 0.070 0.659 -0.946
C 2.269 -1.378 0.503 -1.234
N 0.809 -1.361 0.582 1.294
C 0.044 -2.309 0.928 0.342
C 0.502 -3.644 1.404 -2.358
C -1.469 -2.017 0.788 0.794
C -2.451 -2.981 0.966 -1.166
C -3.776 -2.602 0.807 -0.786
C -4.100 -1.288 0.499 -1.077
C -3.067 -0.377 0.323 0.682
N -1.802 -0.765 0.461 0.351
H -4.622 2.684 0.460 0.428
H -5.309 1.074 0.683 0.522
H -5.071 1.725 -0.942 0.347
H -2.682 3.712 0.339 0.452
H -3.045 3.406 -1.366 0.550
H -1.052 4.885 -1.009 0.382
H -0.757 3.450 -2.003 0.306
H -0.172 2.442 0.211 -0.370
H 1.825 4.402 -0.590 0.445
H 1.402 3.066 -1.664 0.306
H 2.492 2.814 1.196 0.277
H 3.348 2.498 -0.320 0.519
H 1.087 1.026 0.760 0.131
H 3.015 0.258 1.720 0.149
H 3.765 0.153 0.123 0.687
H 2.730 -2.022 1.252 0.411
H 2.526 -1.772 -0.486 0.430
H 1.476 -3.555 1.878 0.402
H 0.591 -4.305 0.538 0.400
H -0.187 -4.082 2.124 0.544
H -2.192 -4.002 1.206 0.446
H -4.563 -3.335 0.924 0.425
H -5.133 -0.996 0.377 0.405
N 0.426 -0.703 -4.866 -0.136
C -0.375 0.420 -4.614 0.193
N -0.932 1.129 -5.583 -0.490
N -1.602 2.106 -4.928 -0.781
N -1.451 1.981 -3.652 -0.274
N -0.648 0.908 -3.416 0.065
C 0.643 -1.770 -3.990 0.305
N 1.129 -2.936 -4.386 -0.523
N 1.208 -3.663 -3.248 -0.719
N 0.792 -2.981 -2.239 -0.359
N 0.414 -1.746 -2.684 -0.006
H 0.492 -0.948 -5.840 0.265
C 3.353 0.179 5.053 -1.101
N 2.192 0.823 4.446 0.223
C 1.961 2.144 4.647 -0.074
C 0.907 2.774 4.097 -1.078
C 0.056 1.961 3.279 0.933
N 0.286 0.694 3.032 -0.311
C 1.345 0.054 3.630 0.148
O 1.589 -1.129 3.461 -0.651
N -1.058 2.503 2.734 -0.363
H 3.535 0.628 6.027 0.416
H 4.236 0.292 4.424 0.307
H 3.138 -0.879 5.163 0.327
H 2.671 2.652 5.286 0.401
H 0.717 3.820 4.274 0.407
H -1.071 3.495 2.575 0.271
H -1.520 1.935 2.039 0.111


Record 3
62
Properties=species:S:1:pos:R:3:mulliken_charge:R:1 method="wB97M-V/def2-TZVPD" smiles="CCOC(=O)N1CCN(C(=O)C2CCN(C(=O)c3cc(OC)cc(OC)c3)CC2)CC1" lumo_energy_ev=0.69 orbital_gap_ha=0.3314 homo_energy_ev=-8.33 e_tot_ev=-40073.5250
C 0.611 4.259 1.067 -1.536
C -0.101 3.024 0.533 0.053
H -0.004 2.946 -0.550 0.131
H -1.159 3.047 0.811 0.394
O 0.487 1.829 1.051 -0.149
C -0.030 1.373 2.208 0.718
O -0.986 1.859 2.770 -0.660
N 0.653 0.306 2.693 0.137
C 0.129 -0.382 3.850 -0.969
H -0.520 0.309 4.389 0.422
H 0.969 -0.659 4.493 0.376
C -0.660 -1.633 3.400 -0.719
N -0.147 -2.074 2.121 0.112
C -0.830 -2.381 0.987 0.085
O -0.230 -2.763 0.001 -0.594
C -2.351 -2.229 1.007 0.130
H -2.739 -2.631 1.947 0.890
C -2.706 -0.739 0.882 -1.382
H -2.344 -0.153 1.727 0.497
C -2.096 -0.161 -0.398 -0.171
N -2.235 -1.089 -1.499 0.129
C -1.328 -1.226 -2.494 -0.037
O -1.455 -2.038 -3.390 -0.697
C -0.147 -0.303 -2.430 -0.319
C 1.082 -0.869 -2.108 -0.042
C 2.209 -0.063 -2.062 -0.062
C 2.109 1.299 -2.351 -0.093
C 0.886 1.849 -2.694 -0.255
C -0.254 1.041 -2.728 0.650
H -1.198 1.485 -3.000 0.569
O 0.686 3.166 -2.992 -0.446
C 1.801 4.024 -3.012 -0.813
H 1.414 5.003 -3.293 0.252
H 2.542 3.702 -3.750 0.353
H 2.274 4.091 -2.027 0.269
H 3.013 1.884 -2.303 0.550
O 3.461 -0.498 -1.738 -0.461
C 3.658 -1.883 -1.575 -0.596
H 3.384 -2.434 -2.480 0.360
H 3.085 -2.276 -0.729 0.096
H 4.722 -2.009 -1.380 0.274
H 1.114 -1.922 -1.885 0.536
C -3.287 -2.068 -1.353 -1.119
C -2.977 -2.999 -0.173 -1.058
H -2.266 -3.756 -0.505 0.358
H -3.894 -3.496 0.143 0.349
H -4.241 -1.550 -1.208 0.353
H -3.332 -2.636 -2.283 0.529
H -2.593 0.789 -0.641 0.519
H -1.035 0.050 -0.243 -0.278
H -3.793 -0.644 0.862 0.669
C 1.294 -1.941 2.036 -1.076
H 1.744 -2.392 2.925 0.339
C 1.637 -0.443 1.934 -0.251
H 1.599 -0.110 0.896 0.113
H 2.641 -0.251 2.329 0.264
H 1.635 -2.476 1.151 0.412
H -0.531 -2.437 4.137 0.358
H -1.719 -1.400 3.331 0.447
H 0.200 5.147 0.596 0.403
H 0.472 4.332 2.143 0.407
H 1.675 4.201 0.853 0.280


Record 4
66
Properties=species:S:1:pos:R:3:mulliken_charge:R:1 method="wB97M-V/def2-TZVPD" lumo_energy_ev=-2.39 charge=+1 orbital_gap_ha=0.2830 homo_energy_ev=-10.09 e_tot_ev=-63491.7577
Pd -0.251 -0.356 0.180 0.688
O -2.141 1.701 -3.159 -0.650
S -1.491 0.537 -2.628 0.744
O -0.091 0.343 -2.915 -0.598
N -1.622 0.472 -1.027 0.091
C -2.748 0.936 -0.342 0.115
C -3.980 1.281 -0.849 -0.351
C -4.981 1.797 -0.002 -1.011
C -4.773 2.001 1.333 -0.959
C -3.520 1.661 1.889 1.182
C -3.179 1.864 3.244 -0.513
C -1.934 1.530 3.695 -0.977
C -1.020 0.946 2.803 0.007
N -1.316 0.717 1.544 -0.229
C -2.538 1.098 1.053 0.238
C -2.362 -0.866 -3.276 0.352
C -2.810 -1.890 -2.457 0.023
C -3.456 -2.979 -3.028 -0.739
C -3.639 -3.041 -4.401 -0.438
C -3.189 -2.006 -5.214 -0.655
C -2.556 -0.909 -4.653 -0.589
H -4.183 1.192 -1.905 0.514
H -5.937 2.056 -0.439 0.404
H -5.542 2.421 1.966 0.407
H -3.911 2.301 3.913 0.449
H -1.638 1.698 4.720 0.402
H -0.032 0.656 3.133 0.371
H -2.647 -1.838 -1.389 0.298
H -3.824 -3.778 -2.396 0.474
H -4.144 -3.891 -4.842 0.414
H -3.344 -2.049 -6.284 0.424
H -2.219 -0.086 -5.269 0.426
C 5.463 -0.744 0.061 -1.185
N 4.361 0.064 -0.435 0.129
C 4.659 0.913 -1.576 -1.279
C 3.101 0.045 0.092 0.506
N 2.026 0.445 -0.455 -0.431
N 3.080 -0.433 1.419 -0.188
C 2.067 -1.047 2.104 0.704
N 2.424 -1.449 3.353 -0.478
N 0.888 -1.262 1.623 -0.269
H 6.071 -1.062 -0.785 0.408
H 5.098 -1.643 0.553 0.411
H 6.113 -0.190 0.746 0.346
H 5.626 1.392 -1.423 0.393
H 3.910 1.695 -1.672 0.479
H 4.699 0.341 -2.507 0.345
H 2.133 0.677 -1.436 0.058
H 3.920 -0.261 1.944 0.305
H 3.379 -1.452 3.661 0.153
H 1.752 -1.913 3.937 0.212
H 0.312 -1.827 2.235 0.080
C 0.841 -2.420 -3.624 -1.069
P 0.787 -2.999 -1.933 1.060
C 0.149 -4.674 -2.014 -1.257
C 2.506 -3.116 -1.399 -1.030
O -0.039 -2.196 -0.965 -0.592
H 1.551 -3.030 -4.185 0.504
H 1.125 -1.371 -3.654 0.260
H -0.150 -2.509 -4.072 0.212
H 0.748 -5.290 -2.685 0.407
H -0.875 -4.629 -2.387 0.268
H 0.145 -5.116 -1.018 0.348
H 3.045 -3.877 -1.964 0.513
H 2.525 -3.368 -0.338 0.287
H 2.992 -2.150 -1.546 0.076